(1)
The following is a DFT calculation (ωB97M-V with the def2-TZVPD basis set) of C31H46KO6PS6 as an isolated structure.

The total energy is -135809.2004 eV. For the lowest unoccupied orbital energy, the calculation gives 3.60 eV. Its energy above the lowest of the compared OMol25 structures with the same formula, charge and spin is 38.64 kJ/mol.

```
! wB97M-V def2-TZVPD RIJCOSX def2/J DEFGRID3
* xyz -2 1
K 1.042 -0.093 0.667
C -3.138 -2.430 7.289
C -2.453 -1.548 6.278
C -2.824 -1.564 4.941
C -2.192 -0.742 4.013
C -1.178 0.107 4.418
C -0.797 0.134 5.754
C -1.429 -0.686 6.671
S -0.350 1.170 3.238
O -0.993 0.849 1.965
O -0.572 2.514 3.722
O 1.048 0.734 3.268
H -3.882 -3.069 6.811
H -3.648 -1.836 8.050
H -2.422 -3.075 7.803
H -3.620 -2.224 4.616
H -2.478 -0.745 2.970
H -0.004 0.802 6.063
H -1.125 -0.660 7.713
C -2.754 1.430 -5.204
S -3.768 2.897 -5.512
C -4.932 2.739 -4.220
C -4.654 2.904 -2.888
S -3.197 3.251 -2.093
S -6.079 2.602 -1.876
C -7.238 2.211 -3.086
S -8.827 1.823 -2.774
S -6.557 2.253 -4.651
H -1.915 1.453 -5.899
H -3.337 0.524 -5.360
H -2.377 1.478 -4.183
O -0.233 -2.269 0.212
P -1.338 -3.030 -0.451
C -0.754 -3.411 -2.167
C 0.276 -2.394 -2.693
C -0.334 -1.274 -3.516
C -1.101 -1.856 -4.698
C -2.203 -2.799 -4.223
C -1.684 -3.895 -3.292
C -2.926 -2.202 -0.029
C -4.261 -2.927 -0.245
C -4.888 -2.673 -1.611
C -5.041 -1.174 -1.864
C -3.707 -0.450 -1.733
C -3.025 -0.716 -0.398
C -1.562 -4.665 0.412
C -0.295 -5.065 1.185
C 0.727 -5.807 0.333
C 0.103 -7.049 -0.297
C -1.110 -6.689 -1.149
C -2.136 -5.862 -0.370
H -0.147 -4.273 -1.875
H 0.959 -2.952 -3.346
H 0.893 -2.003 -1.886
H 0.467 -0.613 -3.851
H -0.999 -0.663 -2.897
H -0.399 -2.405 -5.337
H -1.537 -1.067 -5.311
H -2.693 -3.276 -5.078
H -2.972 -2.211 -3.725
H -1.089 -4.584 -3.904
H -2.520 -4.484 -2.905
H -2.732 -2.236 1.054
H -4.949 -2.542 0.517
H -4.169 -3.999 -0.052
H -5.859 -3.174 -1.666
H -4.264 -3.120 -2.390
H -5.750 -0.758 -1.139
H -5.474 -0.991 -2.851
H -3.834 0.627 -1.839
H -3.050 -0.746 -2.552
H -3.607 -0.224 0.389
H -2.045 -0.239 -0.356
H -2.307 -4.402 1.170
H -0.603 -5.725 2.006
H 0.149 -4.175 1.630
H 1.583 -6.087 0.952
H 1.120 -5.143 -0.441
H -0.211 -7.729 0.505
H 0.838 -7.590 -0.899
H -1.597 -7.600 -1.511
H -0.781 -6.152 -2.040
H -2.606 -6.527 0.366
H -2.939 -5.546 -1.040
C 5.350 0.412 -1.186
O 4.145 0.032 -0.568
C 3.060 -0.433 -1.546
O 3.429 -0.422 -2.695
H 6.129 0.460 -0.419
H 5.276 1.397 -1.666
H 5.654 -0.298 -1.962
*
```


(2)
The following is a DFT calculation (ωB97M-V with the def2-TZVPD basis set) of C7H16Cl2O3PYb as an isolated structure.

The total energy is -79509.2384 eV. As for the expectation value of S²: 0.75. For the lowest unoccupied orbital energy (alpha / beta), the calculation gives -8.19 / -9.89 eV.

```
! wB97M-V def2-TZVPD RIJCOSX def2/J DEFGRID3
* xyz 2 2
C -0.098 -4.122 -4.107
C 0.102 -3.120 -3.023
H -1.170 -4.330 -4.242
H 0.424 -5.057 -3.853
H 0.328 -3.736 -5.047
O -0.747 -2.417 -2.461
Cl 1.832 -2.892 -2.451
Yb 0.570 -1.161 -0.747
P -0.216 1.631 -1.750
C -1.419 2.965 -1.933
C 1.230 2.719 -1.618
H 0.736 0.366 -3.575
H 0.117 1.981 -4.097
H -1.016 0.621 -3.780
C -0.078 1.096 -3.464
H 2.092 2.047 -1.463
H 1.374 3.352 -2.516
H -1.167 3.659 -2.764
H -1.448 3.553 -1.009
H 1.122 3.342 -0.714
H -2.420 2.578 -2.112
C -1.527 0.086 -0.167
O -2.474 0.490 0.400
Cl 2.872 -0.127 -0.870
C 1.014 0.283 2.920
O 0.919 0.119 1.497
H 1.243 -0.648 3.442
H 0.052 0.672 3.251
H 1.808 1.024 3.135
H 1.572 0.750 1.097
*
```


(3)
The following is a DFT calculation (ωB97M-V with the def2-TZVPD basis set) of C3H9EuNO2 as an isolated structure.

The total energy is -28169.0342 eV. As for the expectation value of S²: 15.76. For the lowest unoccupied orbital energy (alpha / beta), the calculation gives -0.55 / -0.57 eV. Its energy above the lowest of the compared OMol25 structures with the same formula, charge and spin is 0.00 kJ/mol.

```
! wB97M-V def2-TZVPD RIJCOSX def2/J DEFGRID3
* xyz 0 8
Eu -0.986 0.444 -1.063
C 0.364 -0.386 -2.855
H 1.413 -0.099 -2.660
H 0.276 -1.485 -2.922
H 0.003 0.074 -3.799
H -2.786 1.131 0.730
H -3.266 1.008 0.171
N -0.196 -0.962 0.796
C 0.796 -0.281 1.665
C 0.950 1.225 1.378
O 1.673 1.816 2.169
O 0.306 1.719 0.352
H -1.008 -1.231 1.362
H 0.199 -1.831 0.431
H 0.483 -0.391 2.710
H 1.779 -0.751 1.536
*
```


(4)
The following is a DFT calculation (ωB97M-V with the def2-TZVPD basis set) of C55H44N3P2S2SiTc as an isolated structure.

The total energy is -112541.7014 eV. As for the expectation value of S²: 3.79. For the lowest unoccupied orbital energy (alpha / beta), the calculation gives -3.65 / -4.00 eV. Its energy above the lowest of the compared OMol25 structures with the same formula, charge and spin is 157.43 kJ/mol.

```
! wB97M-V def2-TZVPD RIJCOSX def2/J DEFGRID3
* xyz 1 4
Tc 1.035 -1.648 -0.705
C -1.590 -4.396 -1.442
Si -1.347 -2.555 -1.095
C -2.448 -1.715 -2.390
C -2.985 -2.463 -3.446
C -3.873 -1.897 -4.346
C -4.251 -0.572 -4.217
C -3.734 0.192 -3.186
C -2.839 -0.366 -2.273
P -2.145 0.603 -0.900
C -1.884 2.231 -1.708
C -2.298 3.445 -1.166
C -1.997 4.642 -1.803
C -1.288 4.642 -2.993
C -0.879 3.437 -3.550
C -1.165 2.243 -2.906
C -3.553 0.884 0.230
C -3.313 1.595 1.407
C -4.310 1.762 2.355
C -5.559 1.190 2.154
C -5.804 0.464 0.999
C -4.809 0.313 0.041
C -2.165 -2.547 0.609
C -3.535 -2.794 0.738
C -4.098 -3.058 1.974
C -3.298 -3.108 3.113
C -1.943 -2.853 3.013
C -1.384 -2.569 1.764
P 0.356 -2.095 1.633
C 0.525 -1.004 3.093
C -0.100 0.238 3.114
C -0.061 1.036 4.244
C 0.583 0.588 5.389
C 1.161 -0.672 5.398
C 1.138 -1.465 4.258
C 1.418 -3.515 2.023
C 2.795 -3.321 2.124
C 3.632 -4.407 2.328
C 3.097 -5.686 2.430
C 1.726 -5.876 2.338
C 0.884 -4.793 2.132
H -2.666 -4.587 -1.429
H -1.134 -5.004 -0.662
H -1.185 -4.731 -2.397
H -2.708 -3.500 -3.575
H -4.273 -2.497 -5.154
H -4.946 -0.132 -4.920
H -4.020 1.233 -3.089
H -2.880 3.463 -0.254
H -2.323 5.576 -1.366
H -1.055 5.577 -3.487
H -0.341 3.427 -4.489
H -0.850 1.306 -3.353
H -2.335 2.024 1.583
H -4.113 2.336 3.251
H -6.338 1.312 2.895
H -6.774 0.011 0.840
H -5.019 -0.246 -0.862
H -4.166 -2.784 -0.146
H -5.163 -3.233 2.057
H -3.732 -3.341 4.076
H -1.326 -2.871 3.904
H -0.689 0.571 2.273
H -0.547 2.003 4.234
H 0.614 1.207 6.275
H 1.630 -1.051 6.296
H 1.596 -2.443 4.292
H 3.215 -2.324 2.046
H 4.701 -4.257 2.394
H 3.752 -6.534 2.574
H 1.309 -6.871 2.421
H -0.186 -4.942 2.055
S 3.354 -1.544 -1.012
C 3.965 -3.164 -1.216
C 5.334 -3.427 -1.267
C 5.773 -4.732 -1.393
C 4.853 -5.778 -1.483
C 3.497 -5.515 -1.457
C 3.050 -4.200 -1.318
S 1.330 -3.868 -1.288
H 6.039 -2.608 -1.203
H 6.833 -4.941 -1.428
H 5.201 -6.798 -1.576
H 2.775 -6.319 -1.533
N 3.308 5.178 -1.723
C 3.348 6.524 -1.426
C 4.134 7.571 -1.907
C 3.901 8.812 -1.356
C 2.925 9.010 -0.359
C 2.159 7.969 0.113
C 2.381 6.701 -0.431
N 1.781 5.491 -0.125
C 2.354 4.625 -0.912
C 2.022 3.199 -0.915
C 1.335 2.658 0.169
C 0.995 1.329 0.150
N 1.293 0.499 -0.864
C 1.953 1.027 -1.910
C 2.334 2.350 -1.967
H 3.898 4.695 -2.377
H 4.887 7.422 -2.669
H 4.482 9.658 -1.697
H 2.780 10.005 0.039
H 1.412 8.112 0.882
H 1.071 3.289 1.006
H 0.466 0.885 0.969
H 2.173 0.361 -2.732
H 2.859 2.696 -2.847
*
```


(5)
The following is a DFT calculation (ωB97M-V with the def2-TZVPD basis set) of C42H62CuN4O2Se2 as an isolated structure.

The total energy is -229950.3182 eV. As for the expectation value of S²: 0.77. For the lowest unoccupied orbital energy (alpha / beta), the calculation gives 4.15 / 4.15 eV. Its energy above the lowest of the compared OMol25 structures with the same formula, charge and spin is 0.00 kJ/mol.

```
! wB97M-V def2-TZVPD RIJCOSX def2/J DEFGRID3
* xyz -2 2
Cu -0.614 -0.521 -0.088
C 2.676 -1.099 -1.900
N 2.206 -0.920 -0.553
C 2.550 -2.045 0.290
C 2.657 0.316 0.047
C 1.988 1.556 -0.525
N 0.581 1.642 -0.184
C -0.109 2.467 -1.169
C -1.594 2.621 -1.008
C -2.121 3.898 -0.947
C -3.488 4.142 -0.893
C -4.315 3.018 -0.870
C -3.846 1.715 -0.925
C -2.441 1.481 -1.050
O -1.965 0.293 -1.221
C -4.795 0.523 -0.797
C -4.403 -0.296 0.443
C -4.733 -0.367 -2.045
C -6.250 0.964 -0.620
C -4.017 5.572 -0.919
C -3.352 6.424 0.171
C -3.705 6.201 -2.287
C -5.529 5.632 -0.700
C 0.427 2.120 1.200
C -0.722 1.590 2.021
C -1.677 2.450 2.513
C -2.662 2.023 3.410
C -2.620 0.687 3.777
C -1.682 -0.237 3.310
C -0.732 0.195 2.350
O 0.120 -0.598 1.748
C -1.799 -1.675 3.841
C -1.896 -1.637 5.376
C -0.618 -2.594 3.509
C -3.070 -2.321 3.272
C -3.718 3.005 3.927
C -4.562 3.511 2.750
C -4.661 2.365 4.946
C -3.035 4.202 4.600
H 3.782 -1.113 -1.965
H 2.301 -0.314 -2.555
H 2.291 -2.042 -2.286
H 3.646 -2.130 0.441
H 2.198 -2.974 -0.156
H 2.053 -1.927 1.252
H 3.760 0.422 -0.061
H 2.436 0.252 1.112
H 2.088 1.562 -1.614
H 2.533 2.452 -0.166
H 0.098 2.009 -2.144
H 0.336 3.485 -1.179
H -1.422 4.731 -0.951
H -5.380 3.166 -0.784
H -3.410 -0.718 0.335
H -5.096 -1.130 0.581
H -4.424 0.329 1.337
H -3.736 -0.763 -2.195
H -5.038 0.204 -2.927
H -5.417 -1.211 -1.927
H -6.396 1.545 0.294
H -6.880 0.075 -0.552
H -6.602 1.561 -1.466
H -2.268 6.428 0.068
H -3.591 6.041 1.164
H -3.701 7.459 0.109
H -2.631 6.214 -2.472
H -4.076 7.229 -2.338
H -4.170 5.622 -3.086
H -5.810 5.179 0.252
H -6.071 5.114 -1.491
H -5.858 6.674 -0.691
H 0.388 3.226 1.199
H 1.341 1.837 1.728
H -1.639 3.487 2.191
H -3.365 0.323 4.471
H -0.996 -1.188 5.801
H -1.989 -2.654 5.763
H -2.755 -1.066 5.730
H 0.327 -2.170 3.850
H -0.526 -2.786 2.445
H -0.781 -3.547 4.026
H -3.957 -1.734 3.517
H -3.200 -3.328 3.680
H -3.008 -2.414 2.189
H -5.087 2.686 2.273
H -3.934 3.961 1.984
H -5.298 4.252 3.083
H -5.203 1.525 4.513
H -5.396 3.104 5.277
H -4.123 2.004 5.825
H -2.394 4.734 3.898
H -2.413 3.868 5.432
H -3.778 4.909 4.981
Se -2.789 -3.897 -0.598
C -0.022 -6.373 0.698
N 0.754 -5.896 -0.415
C 0.322 -4.878 -1.289
Se -0.521 -3.292 -0.599
N 1.402 -4.752 -2.182
C 2.394 -5.653 -1.918
C 3.590 -5.942 -2.543
C 4.375 -6.983 -2.010
C 3.960 -7.698 -0.906
C 2.737 -7.417 -0.271
C 1.967 -6.388 -0.784
H -0.878 -5.713 0.831
H 0.588 -6.375 1.603
H -0.388 -7.386 0.507
H 1.381 -4.100 -2.945
H 3.916 -5.382 -3.410
H 5.322 -7.223 -2.479
H 4.585 -8.493 -0.522
H 2.410 -7.978 0.593
*
```


(6)
The following is a DFT calculation (ωB97M-V with the def2-TZVPD basis set) of a 2-piece molecular cluster, CH2I6Si2 overall.

The total energy is -65431.9467 eV. For the lowest unoccupied orbital energy, the calculation gives -2.58 eV.

```
! wB97M-V def2-TZVPD RIJCOSX def2/J DEFGRID3
* xyz 0 1
C -0.498 0.947 0.298
Si 0.442 0.647 1.829
Si -0.394 -1.260 -1.919
I 0.690 -1.758 2.296
I 2.652 1.620 1.736
I -0.862 1.954 3.474
I -1.129 0.052 -3.927
I -1.705 -3.394 -1.575
I 2.024 -1.432 -2.045
H -1.456 1.284 0.135
H 0.237 1.341 -0.300
*
```